{"formula": "C5H8N4", "method": "ωB97M-V/def2-TZVPD", "elements": ["N", "N", "N", "N", "C", "C", "C", "C", "C", "H", "H", "H", "H", "H", "H", "H", "H"], "positions_angstrom": [[0.8090, 1.4093, 0.9705], [0.5516, 2.5350, 0.2784], [-0.0510, 2.3898, -0.7741], [-0.3761, 1.0851, -0.9006], [0.8375, 1.3260, 2.3597], [0.1478, 0.3196, 0.1005], [-0.1840, -1.0024, 0.0263], [-1.2138, 0.3031, -1.7739], [-1.0579, -1.1570, -1.1900], [0.0295, -1.6910, 0.8725], [-0.9059, 0.4240, -2.8644], [-2.1211, -1.5805, -1.0593], [-0.1155, 1.7053, 2.6861], [0.8820, 0.2414, 2.4988], [1.7587, 1.8390, 2.6742], [-0.6717, -1.8677, -1.9926], [-2.1941, 0.7993, -1.9483]], "total_charge": 0, "e_above_lowest_kj_mol": 330.06, "smiles": "CN1N=NN2CCC=C12"}

{"formula": "C3H6O2S2", "method": "ωB97M-V/def2-TZVPD", "elements": ["S", "S", "O", "O", "C", "C", "C", "H", "H", "H", "H", "H", "H"], "positions_angstrom": [[-1.2079, 1.2132, 1.2195], [-0.2518, -1.7504, 2.0868], [-2.7802, -0.6227, -0.1107], [-0.0355, 1.2159, -1.2361], [0.8108, -1.0508, 0.8089], [-0.5799, -0.4017, 0.7505], [-1.7143, -1.1297, -0.0025], [1.0920, -1.7292, -0.0373], [0.2354, 1.9932, -1.7542], [0.6507, 0.5331, -1.1823], [1.5554, -0.4305, 1.4327], [-1.3693, -2.1747, -0.2148], [-2.4536, 0.7395, 0.9473]], "total_charge": 0, "e_above_lowest_kj_mol": 282.83, "smiles": "O=C[C@]1(S)CS1.O"}

{"formula": "C5H10O", "method": "ωB97M-V/def2-TZVPD", "elements": ["O", "C", "C", "C", "C", "C", "H", "H", "H", "H", "H", "H", "H", "H", "H", "H"], "positions_angstrom": [[0.0812, 1.0348, -1.0278], [-0.7855, 0.3132, -0.1777], [0.1827, 2.3955, -0.7103], [-0.1069, -1.8573, 1.0936], [1.0332, -1.4424, 0.2117], [-0.3776, -1.1381, -0.2001], [-1.8359, 0.4405, -0.4886], [-0.3514, -2.9132, 1.1661], [-0.2564, -1.3024, 2.0169], [-0.7045, 2.9696, -1.0193], [-0.7035, 0.7040, 0.8513], [1.0605, 2.7804, -1.2367], [-0.7773, -1.7253, -1.0231], [1.5719, -2.2031, -0.3462], [0.3288, 2.5377, 0.3731], [1.6407, -0.5940, 0.5168]], "total_charge": 0, "e_above_lowest_kj_mol": 156.17, "smiles": "COCC1CC1"}

{"formula": "C7H11InNO", "method": "ωB97M-V/def2-TZVPD", "elements": ["In", "O", "N", "C", "C", "C", "C", "C", "C", "C", "H", "H", "H", "H", "H", "H", "H", "H", "H", "H", "H"], "positions_angstrom": [[-1.5781, 0.9371, 2.1071], [-1.1467, -1.5798, 0.2046], [-0.0574, 2.3409, 2.6890], [-0.7839, -1.1034, 1.5519], [0.8495, -1.9153, -1.2846], [1.5769, 0.0776, -2.7188], [1.7587, -1.2917, -2.2590], [-0.2484, -1.1328, -0.7388], [-0.4149, 0.2412, -1.2278], [0.4575, 0.8642, -2.2076], [-0.0967, 2.4036, 3.7082], [2.6366, -1.8397, -2.6841], [0.2377, 1.9120, -2.4999], [-1.1437, -1.8280, 2.3290], [-2.5330, 1.7169, 0.7803], [0.8714, 2.0642, 2.3647], [2.2559, 0.5781, -3.4512], [-1.2682, 0.8388, -0.8346], [0.9942, -2.9744, -0.9642], [0.3474, -1.1150, 1.6165], [-2.7149, 0.8055, 3.5191]], "total_energy_ev": -16146.6506, "total_charge": -1}